The following is a quantum chemistry calculation of a cluster of 10 separate species, C18H45N3O21 in total at a distorted geometry, from OMol25.

M	639.56	g/mol
energy	-66852.860	eV
SMILES	C[N+](=O)[O-].C[N+](=O)[O-].C[N+](=O)[O-].COC(=O)OC.COC(=O)OC.COC(=O)OC.COC(=O)OC.CO.CO.CO
gap between HOMO and LUMO	9.66	eV
spin multiplicity	1
total charge	0

Cartesian coordinates (Å):
C 0.79718 1.18965 -3.03507
N 1.30498 2.34339 -2.26911
O 0.51782 3.24353 -2.04841
O 2.42766 2.29937 -1.82063
H 1.66462 0.59157 -3.32133
H 0.20077 1.57731 -3.85041
H 0.28081 0.47845 -2.38963
C 1.71689 3.68902 1.15944
N 1.04841 3.89277 2.49963
O 1.60884 3.38411 3.44236
O 0.00141 4.49620 2.53653
H 2.32598 4.58939 1.10583
H 0.93750 3.71896 0.40510
H 2.20207 2.72360 1.13536
C 1.92184 -5.92479 3.53320
N 0.73270 -5.33904 2.83799
O -0.30969 -5.19929 3.43726
O 0.86716 -5.18773 1.63065
H 1.81388 -6.98922 3.35611
H 1.84568 -5.71061 4.59749
H 2.79921 -5.40697 3.16594
C 2.39735 -4.30557 -2.39795
O 1.77614 -3.93749 -3.66108
C 0.49365 -3.66224 -3.54911
O -0.21349 -3.72760 -2.57446
O 0.04079 -3.37061 -4.75446
C -1.31773 -3.00585 -4.90792
H 2.35549 -3.39552 -1.80330
H 3.41701 -4.47072 -2.72229
H 1.90563 -5.08901 -1.83238
H -1.38431 -2.48016 -5.85647
H -1.63087 -2.32439 -4.11660
H -2.00641 -3.84870 -4.92162
C -3.32131 8.21870 2.76852
O -3.22162 6.94476 2.16314
C -2.43831 6.82341 1.09562
O -1.74260 7.66462 0.61225
O -2.54641 5.57776 0.66070
C -1.70045 5.23003 -0.43108
H -4.04773 8.83940 2.24109
H -2.31904 8.64890 2.84730
H -3.69045 8.08375 3.78622
H -2.13302 4.32048 -0.84154
H -0.67634 5.15712 -0.08573
H -1.82320 5.94665 -1.24513
C -1.68139 2.04102 1.29976
O -1.77933 0.63588 1.46639
C -0.82092 -0.07201 0.92337
O 0.23547 0.40291 0.57964
O -1.15154 -1.35644 1.00484
C -0.21482 -2.34276 0.63299
H -1.16665 2.35094 0.39177
H -1.16453 2.41024 2.18614
H -2.64633 2.54621 1.27760
H -0.68290 -3.32775 0.58935
H 0.51097 -2.46320 1.44177
H 0.24660 -2.24069 -0.34816
C 6.38595 -1.25329 -3.69333
O 5.81266 -1.42478 -2.39432
C 4.50216 -1.28249 -2.32419
O 3.82385 -0.99622 -3.28523
O 4.13612 -1.44499 -1.08032
C 2.79131 -1.24001 -0.64755
H 5.99948 -2.03365 -4.34967
H 7.46263 -1.30798 -3.60220
H 6.04013 -0.31195 -4.11732
H 2.39295 -2.11953 -0.15603
H 2.18156 -0.75710 -1.40096
H 2.88150 -0.50227 0.15217
C -2.49016 4.02690 4.74754
O -3.04252 5.34857 4.69184
H -2.53990 3.60609 3.75116
H -1.54620 4.00222 5.28849
H -3.18066 3.53008 5.42925
H -2.48159 5.98890 4.24983
C -4.31783 -1.47342 1.13195
O -5.32306 -2.47789 1.24004
H -4.72024 -0.51530 0.77059
H -3.79265 -1.32618 2.07136
H -3.68672 -1.70792 0.27577
H -5.99442 -2.10992 1.82288
C -0.51182 -6.48449 -1.02357
O -1.59654 -5.60153 -1.06271
H -0.22235 -6.77712 -2.04709
H 0.39150 -6.05109 -0.58195
H -0.66251 -7.44429 -0.52924
H -1.25574 -4.74113 -1.35467

The following is a quantum chemistry calculation of a cluster of 4 separate species, C41H53ClI2N3O10PS in total at a distorted geometry, from OMol25.

M	1100.19	g/mol
energy	-117162.510	eV
SMILES	CCOC(=O)CCC[C@]1(OC#N)O[C@](CC=O)(C[C@@H](C)I)[C@@](CCCCS(=O)(=O)Cl)([PH2]=N)[N@@H+](CC=O)[C@@]1(I)C(=O)[O-].c1ccccc1.c1ccccc1.c1ccccc1
gap between HOMO and LUMO	7.82	eV
spin multiplicity	1
energy relative to the best compared isomer or geometry (same formula, charge and spin)	0.0000	eV
total charge	0

Cartesian coordinates (Å):
C 6.77580 -1.81500 -1.61872
C 5.32476 -1.67655 -1.14971
O 4.97888 -0.27601 -1.08475
C 3.78889 -0.01036 -1.73463
O 3.58194 -0.32727 -2.87333
C 2.70527 0.76330 -0.96107
C 1.62095 -0.18080 -0.32374
C 0.43897 -0.23539 -1.30641
C -0.82531 -0.95935 -0.75975
O -0.25103 -2.23527 -0.29814
C -0.32722 -3.18916 -1.17114
N -0.05019 -4.00591 -1.94922
O -1.57673 -1.32021 -1.90959
C -2.86626 -0.75485 -2.10809
C -3.47681 -1.58491 -3.29738
C -2.56808 -2.72426 -3.78118
O -1.91624 -2.68421 -4.78860
C -2.88769 0.72815 -2.61252
C -1.77408 1.00560 -3.68798
C -2.36307 1.12845 -5.11113
I -1.02809 3.02438 -3.25691
C -3.68988 -0.98144 -0.77932
C -5.13070 -0.43342 -1.06632
C -6.30079 -1.38075 -0.65009
C -7.60560 -0.51957 -0.78782
C -8.80191 -1.37981 -1.24056
S -10.40444 -0.61669 -0.94437
O -10.68065 0.38001 -1.93030
O -11.35488 -1.68470 -1.01867
Cl -10.49516 0.15050 0.94839
P -3.73898 -2.79117 -0.22246
N -4.28633 -3.78377 -1.31686
N -3.05796 -0.18779 0.36459
C -3.71909 -0.37130 1.67660
C -3.54659 0.86558 2.62354
O -4.10157 1.88859 2.34062
C -1.56145 -0.20275 0.39335
I -1.01703 1.93353 0.45496
C -0.98965 -0.71990 1.78302
O -1.29008 -1.86448 2.17797
O -0.32141 0.05143 2.46491
H 7.00667 -1.16896 -2.47121
H 6.98494 -2.86096 -1.86975
H 7.43299 -1.50521 -0.79836
H 5.26859 -2.07026 -0.12481
H 4.61809 -2.24753 -1.75810
H 2.19658 1.39597 -1.69898
H 3.09944 1.46899 -0.22073
H 2.06415 -1.16698 -0.15997
H 1.39025 0.26351 0.64783
H 0.77236 -0.91420 -2.11080
H 0.21216 0.70021 -1.81883
H -3.64702 -0.94894 -4.17173
H -4.44781 -2.02379 -3.04599
H -2.50499 -3.61991 -3.13502
H -2.93032 1.48650 -1.82383
H -3.82615 0.83808 -3.16653
H -0.95897 0.28502 -3.64054
H -2.42851 0.12247 -5.55356
H -1.70380 1.70633 -5.76200
H -3.37026 1.55423 -5.09473
H -5.30910 0.48321 -0.47609
H -5.31340 -0.17564 -2.10807
H -6.25520 -1.66707 0.40164
H -6.36433 -2.22044 -1.34850
H -7.42415 0.31921 -1.47254
H -7.77500 -0.05063 0.19205
H -8.72743 -1.49036 -2.32674
H -8.73884 -2.33846 -0.71951
H -4.55799 -2.87111 0.92651
H -2.45664 -3.22245 0.19780
H -3.57378 -4.48466 -1.50007
H -3.33313 0.77030 0.09583
H -4.81317 -0.42336 1.58466
H -3.45932 -1.29278 2.20131
H -2.94640 0.70052 3.53768
C 6.07783 3.45117 0.40859
C 5.29542 3.22870 1.53338
C 4.89319 4.29944 2.32186
C 5.28071 5.59042 1.99139
C 6.07543 5.81101 0.87448
C 6.47285 4.74247 0.08301
H 6.38538 2.61640 -0.20937
H 5.00109 2.21860 1.79149
H 4.27871 4.12644 3.19674
H 4.96615 6.42454 2.60593
H 6.38409 6.81757 0.61995
H 7.08950 4.91521 -0.79022
C -0.60241 -5.80011 1.04606
C -1.15652 -6.19061 2.25788
C -1.27227 -7.54168 2.55749
C -0.83915 -8.49734 1.64368
C -0.29603 -8.10119 0.42835
C -0.17904 -6.74906 0.13522
H -0.49790 -4.75056 0.80393
H -1.49445 -5.44441 2.96657
H -1.69958 -7.85190 3.50283
H -0.92803 -9.55042 1.87956
H 0.03422 -8.84322 -0.28750
H 0.24562 -6.43009 -0.80872
C 8.91244 8.14043 3.92062
C 8.35040 6.93147 3.53341
C 7.85836 6.05535 4.49166
C 7.93239 6.38752 5.83763
C 8.50222 7.59298 6.22533
C 8.99094 8.47008 5.26722
H 9.29042 8.82626 3.17261
H 8.29496 6.67139 2.48414
H 7.41709 5.11378 4.18898
H 7.54673 5.70572 6.58525
H 8.56486 7.84922 7.27561
H 9.43342 9.41105 5.56939

The following is a quantum chemistry calculation of a cluster of 3 separate species, C3H12N2O3 in total, from OMol25.

M	124.14	g/mol
energy	-12428.179	eV
SMILES	NCCNC=O.O.O
gap between HOMO and LUMO	9.58	eV
spin multiplicity	1
energy relative to the best compared isomer or geometry (same formula, charge and spin)	1.1704	eV
total charge	0

Cartesian coordinates (Å):
N -0.11725 -2.43801 -1.05113
C -0.23627 -1.06683 -0.56315
C 0.84107 -0.17254 -1.20343
N 1.30745 0.92217 -0.38882
C 2.16160 0.78474 0.65403
O 2.48538 1.69195 1.38638
H 0.63704 -2.62284 -1.68204
H -0.09933 -3.15350 -0.34070
H -0.22823 -1.04300 0.52473
H -1.16994 -0.63788 -0.91399
H 1.70730 -0.72030 -1.56442
H 0.45370 0.18873 -2.15754
H 0.91184 1.84426 -0.49232
H 2.55616 -0.24475 0.72385
O -2.82031 0.92338 0.16243
H -3.27628 0.61116 0.94872
H -3.34230 0.68143 -0.60314
O -0.63199 1.17484 2.42171
H -0.08989 1.95830 2.57345
H -1.04975 1.31870 1.56537

The following is a quantum chemistry calculation of a structure of composition C26H33O4W at a distorted geometry, from OMol25.

M	593.39	g/mol
energy	-37503.841	eV
gap between HOMO and LUMO (alpha / beta)	7.86 / 7.62	eV
<S²>	2.015
spin multiplicity	3
energy relative to the best compared isomer or geometry (same formula, charge and spin)	0.0000	eV
total charge	+1

Cartesian coordinates (Å):
O 0.88312 -1.05068 -1.07255
C -0.06656 -2.04244 -1.52358
C 1.03925 -3.09349 -1.66615
H -0.56237 -1.70673 -2.43649
H -0.80588 -2.22693 -0.73602
C 1.97139 -2.00753 -1.10518
H 1.40404 -3.32146 -2.66418
H 0.97036 -3.97012 -1.01654
C 3.03628 -1.59100 -2.08801
H 2.54848 -1.44098 -3.05839
H 3.74470 -2.41075 -2.20472
H 3.57193 -0.70160 -1.74858
C 2.48206 -2.48664 0.23256
H 1.71183 -3.01472 0.80063
H 2.94414 -1.72602 0.85870
H 3.25628 -3.22604 0.01331
W -0.22559 0.89827 1.51762
C -0.01651 -0.01991 3.67990
C -1.42495 0.05910 3.41876
C -1.72479 -0.82064 2.33051
H -2.14252 0.59232 4.04077
C -0.51292 -1.46247 1.91795
C 0.55325 -0.96188 2.74259
H 1.56532 -1.34516 2.76630
H 0.49457 0.41377 4.53405
H -2.72026 -1.01325 1.92161
H -0.42769 -2.27318 1.20544
C 1.11693 2.73986 1.97525
C 1.91856 1.56685 2.17406
C 2.10185 0.93813 0.90231
H 2.37862 1.27839 3.11747
C 1.44625 1.72833 -0.09245
C 0.83014 2.84089 0.56307
H 0.35544 3.68235 0.07670
H 0.93177 3.49317 2.73151
H 2.76650 0.10405 0.71641
H 1.50243 1.58422 -1.16772
O 0.00014 -2.64349 -4.14406
C 0.74909 -3.80695 -4.64538
C 0.09215 -4.32464 -5.92772
H 0.68269 -4.60207 -3.88043
H 1.81837 -3.54364 -4.76938
C -1.27067 -3.60572 -5.98373
H -0.03646 -5.41140 -5.87002
H 0.69335 -4.01925 -6.79069
C -1.24109 -2.54250 -4.85964
H -2.05403 -4.33445 -5.75366
H -1.42844 -3.13775 -6.96686
H -2.08350 -2.65330 -4.16572
H -1.29361 -1.51911 -5.24740
O -2.35005 3.72002 0.43224
C -2.04439 3.36685 1.56399
O -1.59060 2.14416 1.93400
C -2.18752 4.29171 2.72812
C -1.54838 4.03730 3.95677
C -1.62251 4.98199 4.98379
C -2.38903 6.14767 4.81329
C -3.07949 6.37511 3.61554
C -2.97503 5.44670 2.57288
H -1.00766 3.09842 4.11032
H -1.08383 4.80301 5.91535
H -2.46158 6.87292 5.62352
H -3.69594 7.27028 3.47927
H -3.48746 5.58201 1.61869